No. 1
Molecular formula: C7H6IN2O
Method: DFT, ωB97M-V/def2-TZVPD

Each line ends with the natural charge from an NBO analysis.
Positions of all 17 atoms, in Å:
C (-0.54, 0.38, 1.96)  -0.2350
C (-0.96, -0.84, 1.52)  -0.1435
C (-0.24, 1.67, -0.06)  0.0779
C (-0.03, 1.48, 1.27)  -0.2369
C (0.00, -1.01, -0.82)  0.6236
C (2.10, -0.73, -2.08)  -0.0203
C (-0.94, -1.43, 0.17)  -0.6183
N (-0.32, 2.14, -1.15)  0.2372
N (1.09, -0.92, -1.36)  -0.3036
O (-0.65, 2.28, -2.26)  -0.2891
I (0.83, 3.00, 2.42)  0.2811
H (-0.69, 0.51, 2.96)  0.2400
H (-1.56, -1.49, 2.23)  0.2487
H (2.15, -1.56, -2.76)  0.2439
H (2.69, 0.24, -1.96)  0.2658
H (-1.02, -2.49, 0.29)  0.3154
H (-1.90, -1.24, -0.37)  0.3132

- total charge = +1
- spin multiplicity = 1
- relative energy (zero: lowest compared OMol25 entry of this formula, charge and spin) (kcal/mol) = 166.0
- DFT total energy (Eh) = -752.2401
- LUMO (spin up / spin down) (eV) = -5.191 / -6.614
- strongest force on any atom (hartree/bohr) = 0.127

***

No. 2
Molecular formula: C7H6N3O
Method: DFT, ωB97M-V/def2-TZVPD

Each line ends with the natural charge from an NBO analysis.
Positions of all 17 atoms, in Å:
C (-1.75, -1.77, -1.46)  0.3259
C (-1.25, 0.09, 0.04)  -0.1473
C (1.13, 0.56, 0.49)  0.0067
C (-0.82, -0.92, -0.86)  -0.3296
C (-0.24, 0.90, 0.59)  -0.1596
C (0.64, -1.28, -1.02)  0.3823
C (-0.47, 2.00, 1.61)  -0.6124
N (-2.72, -2.33, -1.81)  -0.4340
N (0.98, -2.29, -1.65)  -0.7710
N (1.57, -0.44, -0.30)  0.0335
O (2.83, -0.72, -0.33)  -0.6407
H (-2.30, 0.39, -0.03)  0.2102
H (1.75, 1.30, 0.78)  0.1865
H (-1.38, 2.09, 2.07)  0.2026
H (-0.21, 2.93, 1.27)  0.1902
H (0.24, 1.92, 2.37)  0.1973
H (2.00, -2.42, -1.76)  0.3595

- SMILES = [H]/N=c1/c(C#N)cc(C)cn1[O-]
- total charge = -1
- spin multiplicity = 1
- relative energy (zero: lowest compared OMol25 entry of this formula, charge and spin) (kcal/mol) = 0.0
- DFT total energy (Eh) = -509.8021
- LUMO (spin up / spin down) (eV) = 3.503 / 3.503
- strongest force on any atom (hartree/bohr) = 0.112

***

No. 3
Molecular formula: C7H6N4O2
Method: DFT, ωB97M-V/def2-TZVPD

Each line ends with the natural charge from an NBO analysis.
Positions of all 19 atoms, in Å:
C (1.04, 0.87, -1.17)  -0.2107
C (1.43, -0.14, -0.34)  -0.1926
C (-0.36, 1.09, -1.35)  -0.2014
C (0.46, -0.84, 0.45)  -0.3146
C (-1.28, 0.33, -0.65)  -0.2299
C (-0.87, -0.66, 0.26)  0.2570
C (-1.67, -1.98, 2.02)  0.5556
N (-1.44, -3.32, 1.92)  -0.0738
N (-3.76, -2.58, 2.89)  -0.0724
N (-1.89, -4.33, 2.12)  0.0411
N (-3.84, -3.68, 2.78)  -0.0446
O (-0.95, -1.28, 2.96)  -0.6677
O (-1.91, -1.41, 0.84)  -0.4671
H (1.89, 1.51, -1.60)  0.2287
H (2.46, -0.20, -0.31)  0.2208
H (-0.89, 1.82, -1.91)  0.2265
H (0.71, -1.57, 1.21)  0.2252
H (-2.41, 0.47, -0.72)  0.2342
H (-0.42, -0.60, 2.51)  0.4855

- spin multiplicity = 1
- relative energy (zero: lowest compared OMol25 entry of this formula, charge and spin) (kcal/mol) = 38.1
- DFT total energy (Eh) = -639.7398
- LUMO (eV) = 0.534
- strongest force on any atom (hartree/bohr) = 0.067

***

No. 4
Molecular formula: C7H6N4O2
Method: DFT, ωB97M-V/def2-TZVPD

Each line ends with the natural charge from an NBO analysis.
Positions of all 19 atoms, in Å:
C (0.44, 1.97, 0.02)  0.3040
C (-0.62, 0.95, 0.40)  0.1738
C (1.35, -0.78, 0.05)  -0.0469
C (2.26, 0.38, -0.05)  0.7358
C (1.29, -2.17, -0.16)  0.1359
C (-0.61, -1.52, 0.10)  0.8147
C (-2.86, 0.26, -0.40)  0.5009
N (1.65, 1.61, -0.08)  -0.4750
N (0.01, -2.60, -0.05)  -0.3769
N (-0.05, -0.39, 0.24)  -0.4082
N (-2.83, -0.90, 0.11)  -0.5760
O (-1.86, 1.18, -0.26)  -0.4332
O (3.52, 0.38, -0.07)  -0.4797
H (0.06, 2.96, -0.03)  0.2592
H (-0.64, 1.08, 1.50)  0.2644
H (2.18, -2.74, -0.37)  0.2878
H (-3.74, 0.82, -0.91)  0.2851
H (-3.45, -1.69, 0.20)  0.4781
H (3.90, 1.22, -0.24)  0.5564

- total charge = +2
- spin multiplicity = 1
- relative energy (zero: lowest compared OMol25 entry of this formula, charge and spin) (kcal/mol) = 39.8
- DFT total energy (Eh) = -638.9921
- LUMO (eV) = -10.765
- strongest force on any atom (hartree/bohr) = 0.084

***

No. 5
Molecular formula: C7H6N4O7P2SeV
Method: DFT, ωB97M-V/def2-TZVPD

Each line ends with the Mulliken spin population.
Positions of all 28 atoms, in Å:
V (0.17, 0.56, -1.40)  2.0376
O (-3.51, -0.68, -1.44)  -0.0009
P (-2.32, -0.23, -0.47)  -0.0014
O (-2.67, -0.40, 0.94)  -0.0001
O (-1.05, -0.89, -1.06)  0.0043
O (-2.01, 1.28, -0.90)  -0.0082
P (-1.50, 2.83, -1.41)  0.0136
O (-2.48, 2.86, -2.73)  -0.0022
O (-0.21, 2.49, 1.17)  -0.0062
O (-0.15, 2.29, -2.05)  0.0050
H (-4.30, -0.82, -0.91)  0.0004
H (-2.84, 3.74, -2.83)  -0.0002
N (4.85, -0.99, -5.25)  0.0025
C (4.46, -0.85, -4.17)  -0.0024
N (4.12, -0.71, -2.90)  0.0152
C (2.96, -0.35, -2.53)  0.0772
N (1.90, -0.09, -2.11)  -0.0433
Se (1.04, 1.37, 0.84)  -0.0730
C (0.63, -0.10, 2.02)  -0.0059
C (-0.41, 0.02, 2.91)  -0.0082
C (-0.64, -1.03, 3.79)  0.0023
N (0.08, -2.15, 3.82)  -0.0059
C (1.08, -2.25, 2.95)  0.0030
C (1.40, -1.26, 2.03)  -0.0014
H (-1.04, 0.90, 2.89)  -0.0011
H (-1.46, -0.97, 4.50)  0.0002
H (1.66, -3.16, 2.98)  0.0002
H (2.23, -1.40, 1.34)  -0.0009

- expectation value of S² = 2.03
- total charge = -1
- spin multiplicity = 3
- relative energy (zero: lowest compared OMol25 entry of this formula, charge and spin) (kcal/mol) = 0.0
- DFT total energy (Eh) = -5044.5327
- LUMO (spin up / spin down) (eV) = 2.338 / 2.697
- strongest force on any atom (hartree/bohr) = 0.014

***

No. 6
Molecular formula: C7H6NO
Method: DFT, ωB97M-V/def2-TZVPD

Each line ends with the natural charge from an NBO analysis.
Positions of all 15 atoms, in Å:
C (-0.67, 1.36, -0.02)  -0.3926
C (0.68, 1.19, 0.02)  0.0586
C (0.60, -2.30, -0.04)  -0.2155
C (1.25, -1.28, -0.08)  0.0069
C (2.95, 0.31, 0.04)  0.8476
C (-1.89, 0.62, -0.07)  0.2424
C (1.65, 0.13, -0.08)  -0.4416
N (-2.14, -0.67, 0.12)  -0.6652
O (4.10, 0.30, -0.06)  -0.2961
H (-0.79, 2.47, 0.04)  0.2534
H (1.13, 2.09, 0.02)  0.2148
H (0.18, -3.23, 0.21)  0.2617
H (-2.66, 1.35, -0.18)  0.2370
H (-3.08, -1.02, -0.15)  0.4434
H (-1.32, -1.33, 0.24)  0.4454

- SMILES = C#CC(=C=O)/C=C\C=[NH2+]
- total charge = +1
- spin multiplicity = 1
- relative energy (zero: lowest compared OMol25 entry of this formula, charge and spin) (kcal/mol) = 19.9
- DFT total energy (Eh) = -399.9372
- LUMO (spin up / spin down) (eV) = -5.555 / -5.554
- strongest force on any atom (hartree/bohr) = 0.070